{
  "formula": "C21H52F2N5NiO8S2",
  "method": "ωB97M-V/def2-TZVPD",
  "s2": 2.0042,
  "homo_energy_ha": [-0.3447, -0.3447],
  "charge": 1,
  "e_lumo_ev": [-2.8, -3.0],
  "multiplicity": 3,
  "gap_ha": [0.2428, 0.2359],
  "elements": ["Ni", "N", "S", "O", "O", "F", "S", "O", "O", "F", "C", "C", "C", "C", "C", "C", "N", "O", "C", "C", "C", "H", "H", "H", "H", "H", "H", "H", "H", "H", "H", "H", "H", "H", "H", "H", "H", "H", "H", "H", "C", "C", "C", "O", "C", "N", "H", "H", "H", "H", "H", "H", "H", "H", "H", "H", "H", "C", "C", "C", "O", "C", "N", "H", "H", "H", "H", "H", "H", "H", "H", "H", "H", "H", "C", "C", "C", "O", "C", "N", "H", "H", "H", "H", "H", "H", "H", "H", "H", "H", "H"],
  "xyz": [[-0.92921, 1.45016, 2.09569], [-0.32187, -0.46505, 1.72255], [-0.84016, -1.91985, 2.09692], [0.01482, -2.69563, 2.93649], [-1.71359, -2.61075, 1.19554], [-1.98243, -1.39434, 3.16048], [0.72610, -1.09016, 0.45738], [0.06869, -1.18227, -0.81203], [1.64750, -2.10288, 0.85427], [1.70542, 0.15390, 0.29527], [2.21520, -0.36847, -5.31716], [3.05094, -1.69867, -5.17776], [3.68416, -1.80139, -3.80441], [2.66054, -2.18814, -2.71346], [1.98521, -3.49551, -3.10146], [1.35644, -3.51545, -4.50602], [2.27179, -2.90082, -5.51369], [1.73651, -2.92328, -6.80337], [1.25386, -4.97888, -4.91501], [-0.01243, -2.84305, -4.37825], [4.18604, -1.64349, -6.23382], [2.66201, 0.29569, -6.05625], [2.35665, 0.22851, -4.40859], [1.16377, -0.58792, -5.45599], [4.50045, -2.52384, -3.86045], [4.05308, -0.85049, -3.41709], [1.92632, -1.40898, -2.49799], [3.25889, -2.27086, -1.80206], [1.32452, -3.91344, -2.34428], [2.83193, -4.19224, -3.18258], [2.18834, -5.48791, -5.14220], [0.69623, -5.50159, -4.13115], [0.64553, -5.10295, -5.81690], [-0.65370, -3.03765, -5.24511], [-0.54407, -3.29741, -3.54243], [0.09168, -1.76374, -4.31434], [5.08942, -1.17885, -5.83440], [3.88236, -1.22229, -7.18805], [4.50421, -2.67570, -6.41443], [2.21113, -3.64432, -7.23357], [-4.70125, 0.44018, 0.31175], [-3.21514, 0.55831, 0.64600], [-2.43697, 1.27818, -0.49827], [-1.08422, 1.62583, -0.15391], [-0.31669, 1.85279, -1.32308], [-2.96787, 1.12171, 1.99318], [-5.19410, -0.23256, 1.00805], [-4.74186, 0.06746, -0.71277], [-5.17278, 1.42510, 0.31974], [-2.78511, -0.44367, 0.67902], [-2.92154, 2.19245, -0.85588], [-2.41553, 0.53199, -1.29526], [0.65876, 2.25667, -1.05859], [-0.73255, 2.71327, -1.87621], [-0.34868, 1.01810, -2.02084], [-3.26139, 0.46765, 2.72364], [-3.64425, 1.86073, 2.19218], [-0.00153, 5.61713, 1.36825], [-0.03388, 4.08427, 1.45072], [1.18682, 3.51377, 2.13024], [1.06198, 2.07066, 2.06930], [2.10709, 1.40783, 2.75381], [-1.29936, 3.60281, 1.98790], [-0.04023, 6.11931, 2.33906], [-0.85802, 5.96999, 0.79384], [0.91978, 5.99243, 0.91980], [0.08320, 3.68543, 0.44287], [1.25652, 3.78119, 3.19086], [2.08982, 3.82650, 1.60769], [3.10139, 1.55556, 2.34067], [1.81625, 0.36879, 2.90534], [2.15917, 1.71695, 3.81015], [-1.56828, 4.03398, 2.87051], [-2.02405, 3.95079, 1.36264], [0.34963, 0.41407, 6.08106], [-0.78076, 0.50635, 5.04359], [-2.13863, 0.23498, 5.62914], [-3.24237, 0.64441, 4.84241], [-4.43048, -0.04264, 5.16261], [-0.70493, 1.78180, 4.24086], [0.39271, 1.27665, 6.75974], [1.33058, 0.33894, 5.61893], [0.18472, -0.39634, 6.79194], [-0.54069, -0.27579, 4.32964], [-2.22064, 0.72639, 6.61305], [-2.24802, -0.81188, 5.92959], [-4.54805, -0.22982, 6.23247], [-4.48265, -0.97398, 4.58809], [-5.31373, 0.53203, 4.87612], [-1.39981, 2.45917, 4.55198], [0.16532, 2.13407, 4.63608]],
  "mulliken_spin": [1.6542, 0.0216, 0.0049, 0.0037, 0.0035, 0.0010, 0.0013, 0.0005, 0.0069, 0.0010, 0.0000, 0.0000, 0.0001, -0.0001, 0.0001, 0.0000, 0.0000, 0.0000, 0.0000, 0.0000, 0.0000, 0.0000, 0.0000, 0.0000, 0.0000, 0.0000, -0.0002, 0.0001, 0.0000, 0.0000, 0.0000, 0.0000, 0.0000, 0.0000, 0.0000, 0.0000, 0.0000, 0.0000, 0.0000, 0.0000, 0.0036, -0.0078, -0.0004, 0.0359, 0.0028, 0.0848, 0.0000, 0.0007, 0.0000, 0.0005, -0.0005, -0.0001, 0.0003, 0.0021, 0.0003, -0.0063, 0.0009, 0.0049, -0.0077, 0.0046, 0.0363, 0.0021, 0.0730, 0.0004, -0.0002, 0.0001, -0.0005, -0.0003, 0.0007, 0.0007, 0.0007, -0.0001, -0.0006, -0.0019, 0.0030, -0.0185, 0.0077, -0.0009, 0.0001, 0.0834, -0.0005, -0.0002, 0.0010, 0.0031, -0.0003, -0.0004, -0.0001, 0.0000, 0.0001, -0.0014, -0.0038]
}